Entry 1:
A molecular structure, C50H51I2N7O2S5Ti in a non-equilibrium geometry, computed with ωB97M-V/def2-TZVPD.

Properties
Lowest unoccupied orbital energy (alpha / beta): 0.008 / -0.054 Ha
Kohn-Sham gap (alpha / beta): 7.57 / 6.03 eV
2S+1: 3

Geometry as XYZ:
```
118
Properties=species:S:1:pos:R:3:forces:R:3:lowdin_charge:R:1
C 0.3631 2.2155 -0.7314 -1.2 -0.7 -0.2 -0.20
H 1.4733 -0.3935 7.6738 0.5 0.0 -0.1 0.12
H 1.4726 3.9741 -1.1232 0.2 -0.2 0.1 0.11
S -2.5839 1.3654 -2.5025 -0.1 0.7 -0.1 0.55
C -0.0756 2.0030 -8.6772 -0.8 -0.2 0.4 -0.09
C -2.1117 2.6538 2.5986 1.5 0.4 -0.6 -0.29
H 5.2410 1.3684 6.5547 0.3 0.2 0.0 0.10
C 2.6365 1.1391 0.3633 0.9 1.1 -0.2 -0.24
C -5.9204 3.4401 -0.7099 -0.8 -1.3 0.2 -0.07
C -1.1873 -3.0907 -0.0555 -0.2 -1.0 0.2 -0.31
C -5.1740 1.2815 0.9522 0.5 0.3 -0.2 -0.10
N -0.6169 -0.8784 -2.7943 -0.4 -0.3 1.3 -0.03
I -4.1772 -1.4694 -1.1058 -0.1 -0.2 0.0 0.30
H -1.0103 2.9494 2.4183 -1.6 -0.3 0.2 0.12
N 1.0594 -3.0565 1.3642 0.1 -0.5 -0.2 0.16
H -7.2139 0.6468 0.7675 0.1 -0.2 -0.1 0.10
H -1.7507 0.6547 3.1470 0.1 -0.4 -0.2 0.07
H -1.8127 0.2868 6.0196 -0.5 0.0 0.1 0.08
C 4.7482 -3.5961 1.3494 2.6 -0.6 -0.1 -0.05
H -0.2514 -3.6340 -1.9477 -0.2 0.3 0.1 0.11
H -0.7022 1.4408 -9.3805 0.4 0.2 0.3 0.11
C 2.6755 2.4417 -0.1744 0.5 -0.9 0.3 -0.05
C -2.1201 1.5456 3.6175 -0.9 -0.4 0.1 -0.25
C 0.5982 -1.9229 0.7376 2.1 0.7 0.8 -0.37
H 0.4592 -3.8748 1.3291 0.1 0.3 -0.1 0.15
H -1.6051 -5.7206 -2.2300 -0.1 0.9 0.9 0.12
N -0.4920 -1.8541 0.0694 -1.3 -0.2 -0.5 0.04
H 2.8603 3.7205 -8.3839 -0.5 -0.7 0.0 0.12
N -0.3029 3.1155 -5.1599 -0.2 -0.1 0.0 -0.14
H -2.6486 3.5524 2.8906 -0.1 0.2 0.0 0.10
C -2.3456 -2.7085 2.2332 1.0 0.7 -0.7 -0.04
H 3.7201 0.4475 8.2684 0.2 -0.1 -0.2 0.11
H 1.1363 -0.5254 -5.3509 -0.1 -0.1 0.0 0.16
H -2.9563 -3.2690 2.9113 -0.4 -0.4 0.3 0.06
H 4.3930 1.4684 4.1116 -0.1 -0.2 0.8 0.11
H 2.1152 -1.0349 1.6341 0.1 0.1 -0.2 0.11
C 3.9118 0.5109 0.8380 0.0 -0.6 -0.4 -0.03
C -2.7376 -4.7192 0.8034 0.3 0.8 0.3 -0.08
H -3.4166 -5.0526 1.5740 -0.1 0.0 0.0 0.10
H 3.6521 2.9536 -0.1935 -0.7 -0.1 0.0 0.12
H -1.1249 -1.5228 -5.9539 -0.2 -0.1 -0.4 0.10
S 0.1029 5.8080 -5.0547 0.1 0.0 0.1 0.58
C 2.4329 -3.2579 1.7806 -0.9 0.6 -0.9 -0.20
H 5.5890 -3.8374 0.6263 -1.1 0.5 0.9 0.14
H 2.0697 -0.6832 -1.9069 0.1 0.2 -0.3 0.08
N -0.9890 2.0386 -4.5856 0.5 0.1 -0.6 0.05
H 1.7162 0.9709 -2.4284 0.1 -0.3 -0.4 0.08
H -1.4550 1.7995 -7.0411 -1.1 -0.3 0.2 0.10
C 3.9805 -3.2960 3.5735 0.7 -0.1 0.5 -0.09
S -1.1619 3.9773 -3.0138 0.0 1.9 0.1 1.00
C 3.4798 -3.4536 0.8751 -1.6 0.0 -1.6 -0.21
C -1.4847 -1.3340 -3.7627 1.2 0.0 -1.0 -0.17
C -6.8048 2.4108 -0.3994 -0.9 0.2 0.6 -0.05
C 0.5266 -0.5982 -3.3567 0.8 0.8 -0.2 -0.37
C -1.7216 -5.0501 -1.3351 0.2 -0.8 -1.7 -0.09
H -2.9200 -1.8176 1.9211 0.2 -0.3 0.1 0.05
S 0.1360 -0.5646 5.1546 -0.5 0.4 0.5 0.97
H -0.3041 2.3521 4.3388 0.4 -0.1 0.1 0.11
H -6.2563 4.2072 -1.3743 0.2 0.5 -0.2 0.11
H 1.5541 2.2351 -10.0137 0.0 0.3 0.3 0.10
C 3.4407 0.4391 7.2166 -0.2 0.0 1.3 -0.09
C -1.2071 1.9274 4.7688 0.1 0.4 0.5 -0.23
H -0.5534 2.6634 -1.1647 0.9 -0.4 0.5 -0.01
S -2.5868 2.2846 0.8808 1.7 -0.7 -0.1 1.03
C 0.2818 0.8776 -0.2965 0.5 0.8 -0.2 -0.15
C -0.3704 4.3101 -4.5424 -0.2 0.1 0.6 -1.08
C -1.4896 2.3838 -3.4500 -0.5 -1.6 0.0 -1.04
H -3.9269 4.1352 -0.4898 -0.2 -0.5 0.2 0.12
C -4.2692 2.2936 0.5975 -1.4 0.0 0.4 -0.43
C 0.1949 2.9608 -6.4799 -0.1 -0.4 -0.4 -0.23
C 1.7548 0.0009 5.5967 0.3 0.3 -0.3 -0.40
C 1.8065 -0.0663 -2.7805 -1.3 -0.5 1.2 0.04
H 4.1325 -3.2448 4.6291 0.3 0.1 0.6 0.10
H -1.4611 -2.3367 2.7838 -0.2 -0.2 -0.3 0.06
H -3.1411 1.3284 3.9778 0.3 0.1 -0.1 0.14
H 2.2353 0.5605 3.6046 -0.5 0.0 -1.1 0.08
C 4.2790 0.9879 6.2766 -0.9 -0.1 -1.5 -0.06
C 2.5809 0.5120 4.5963 -0.1 0.1 1.4 -0.08
H 6.0168 -3.5721 3.1328 0.6 -0.2 -0.1 0.10
C 3.8022 1.0428 4.9438 1.2 0.1 -0.1 -0.06
H 3.8832 0.2474 1.8872 0.1 -0.1 0.4 0.05
C -2.6328 -5.3997 -0.3763 -0.6 -0.9 0.2 -0.10
H 4.7838 1.1398 0.6680 -0.1 0.1 0.0 0.08
H -4.8478 0.3982 1.4717 0.1 -0.1 0.4 0.07
N 0.4537 -0.8317 -4.6766 -0.9 -0.3 -0.4 0.11
C -0.8301 -1.2847 -4.9600 0.1 0.0 0.6 -0.06
N 1.4631 -0.8756 0.8793 0.4 -0.7 0.4 0.16
C 1.1584 2.4877 -9.0276 0.8 -0.1 -0.5 -0.10
C 1.5215 2.9616 -0.7131 -0.1 1.2 -0.1 -0.11
O -2.2170 0.7937 0.7446 -0.3 0.1 0.3 -0.65
C -6.4637 1.3685 0.4823 -0.3 0.7 -0.7 -0.08
C -4.6487 3.3546 -0.2004 0.6 1.2 -0.6 -0.12
H 2.2087 -3.2914 -0.9516 0.0 -0.3 0.1 0.06
C 5.0373 -3.5090 2.7169 -0.9 0.2 -0.6 -0.06
C 3.2296 -3.5018 -0.6439 0.9 -0.1 0.8 -0.01
H 2.0437 4.0372 -6.1674 -0.2 0.1 0.1 0.09
H 1.8888 -3.0558 3.8188 -0.1 0.2 -0.1 0.12
O 0.0371 -0.4387 3.6848 0.3 -0.4 -0.8 -0.53
H 4.0530 -0.4263 0.2741 0.2 0.1 0.3 0.08
C 1.9202 3.2142 -8.1037 0.3 0.6 -1.2 -0.08
C -0.5648 2.2413 -7.3900 1.1 0.1 -0.2 -0.01
H -1.6881 2.7460 5.3149 0.1 0.0 0.1 0.12
C 1.4630 0.4138 0.3161 -1.8 -0.2 -0.2 -0.25
C 2.1756 -0.0490 6.9094 -0.3 0.1 -0.1 -0.09
C -1.0022 -3.8867 -1.2024 0.5 0.3 0.6 -0.05
H -7.8437 2.4768 -0.7640 0.7 -0.2 0.1 0.12
H -3.2994 -6.2245 -0.5241 -0.1 -0.5 -0.2 0.10
C 2.7019 -3.1641 3.1129 -0.7 -0.2 0.7 -0.04
H 3.6090 -4.4583 -1.0341 -0.5 0.2 0.0 0.09
C 1.4243 3.4877 -6.8623 0.1 -0.2 1.0 -0.07
I -6.2025 -2.8268 1.1507 0.2 0.2 -0.1 -0.09
H -2.4538 -1.6877 -3.4889 -0.4 0.0 -0.2 0.03
C -0.9087 0.8385 5.7930 0.1 -0.8 0.2 -0.28
H -0.5201 1.1629 6.7723 0.1 0.1 -0.5 0.10
Ti -1.5225 -0.2014 -0.8452 1.0 0.3 0.1 0.53
H 3.8739 -2.7437 -1.0835 0.0 0.2 -0.2 0.07
C -2.0084 -3.5462 0.9986 -0.6 0.6 0.1 -0.25
H 2.5366 -0.2142 -3.5315 1.0 0.2 -0.7 0.07
```
Forces are in eV/Å.

Entry 2:
A molecular structure, C50H51N6O2P2PdS5 in a non-equilibrium geometry, computed with ωB97M-V/def2-TZVPD.

Properties
Net charge: +3
Relative energy (zero: lowest compared OMol25 entry of this formula, charge and spin): 2.3146 eV
Lowest unoccupied orbital energy (alpha / beta): -0.262 / -0.416 Ha
Kohn-Sham gap (alpha / beta): 6.47 / 2.77 eV
2S+1: 5

Geometry as XYZ:
```
117
Properties=species:S:1:pos:R:3:forces:R:3:lowdin_charge:R:1
H 3.0034 2.4117 -0.6571 0.0 0.0 0.0 0.11
C -2.3914 1.3710 -2.7308 0.0 0.0 0.0 -1.04
H 1.2813 6.5292 -2.5361 0.0 0.0 0.0 0.12
N -1.7897 -0.7775 2.6790 -0.1 0.0 0.2 0.19
H -4.7484 3.2517 -4.3410 0.0 0.0 0.0 0.09
C -0.2665 2.2664 2.0727 0.0 0.1 0.0 -0.30
C -0.7671 1.9169 4.5816 0.0 0.0 0.0 -0.17
C -5.7279 -3.8488 -3.1096 0.0 0.0 0.0 -0.01
H 1.2004 2.2354 3.6554 0.0 0.0 0.0 0.15
C 2.1159 -1.6774 1.2281 0.1 -0.1 0.0 -0.37
H 0.1560 4.6783 1.1408 0.0 0.0 0.0 0.09
H -1.7435 3.3989 1.0926 0.0 0.0 0.0 0.11
C 1.1054 -5.2287 -2.1982 0.0 0.0 0.0 -0.04
H -4.9477 -1.4073 3.2053 0.0 0.0 0.0 0.15
C -5.2811 -3.4287 -4.3607 0.0 0.0 0.0 -0.24
H -6.6156 -2.9196 -5.9536 0.0 0.0 0.0 0.10
C -0.2403 -5.5601 -2.0914 0.0 0.0 0.0 -0.03
C 1.0843 5.6327 -1.9637 0.0 0.0 0.0 -0.05
C -1.7277 3.0528 4.4395 0.0 0.0 0.0 -0.05
N -3.5020 1.2723 -2.0354 0.0 -0.1 0.0 -0.02
H 4.7375 -2.0171 3.3620 0.0 0.0 0.0 0.12
C 3.3579 -1.4431 1.8250 0.0 0.0 0.0 -0.11
C 0.4427 4.5776 0.1034 0.1 0.1 0.0 -0.09
H 3.8337 0.9739 -0.1098 0.0 0.0 0.0 0.11
H 2.2255 -0.5845 4.4466 0.0 0.0 0.0 0.10
C 2.9118 -3.1406 3.4674 0.0 0.0 0.0 -0.06
C 1.2086 4.3839 -2.5585 0.0 0.0 0.0 -0.05
C -0.8398 -0.2842 5.8630 0.0 0.0 0.0 -0.01
C 3.9011 -1.6672 -1.3554 0.0 0.0 0.0 -0.11
C 2.4608 -0.3575 -2.7683 0.0 0.1 0.0 -0.10
C -4.1097 -2.6694 -4.4328 0.0 0.0 0.0 -0.02
H -6.7312 -4.5994 -5.4370 0.0 0.0 0.0 0.09
H -4.0090 4.0339 -2.9346 0.0 0.0 0.0 0.08
C -1.9991 3.5749 3.2486 0.0 0.0 0.0 -0.05
C 4.8025 -1.7974 -2.4044 0.0 0.0 0.0 -0.06
H 3.1353 -0.0530 -4.7754 0.0 0.0 0.0 0.12
N 0.6327 -3.0367 -1.3636 0.1 -0.1 0.1 0.07
O -3.2865 -0.9019 -0.2701 -0.1 0.2 -0.1 -0.43
P 0.2728 1.7474 0.3929 -0.1 -0.1 0.5 0.93
C 0.9413 3.2372 -1.8286 0.0 0.0 0.0 -0.13
C 3.7591 -2.1800 2.9284 0.0 0.0 0.0 -0.07
C -1.1397 -4.6216 -1.6275 0.0 0.0 0.0 0.00
N 1.7947 0.9810 0.2987 -0.1 -0.2 0.0 -0.41
H 3.2279 -3.7224 4.3230 0.0 0.0 0.0 0.12
C -3.8828 -2.7586 -2.0561 0.1 0.0 -0.1 -0.31
H -3.9437 -2.0261 1.9124 0.3 0.2 0.3 0.10
H 7.1385 4.9159 1.2489 0.0 0.0 0.0 0.09
H 7.3711 5.1424 3.0188 0.0 0.0 0.0 0.07
C 1.4850 -3.9582 -1.8205 0.0 0.0 0.0 -0.11
H 4.0346 -0.7031 1.4130 0.0 0.0 0.0 0.10
H 7.4973 3.5108 2.2832 0.0 0.0 0.0 0.09
H -3.7375 -2.3577 -5.4010 0.0 0.0 0.0 0.12
H -5.2643 2.3853 -1.7563 0.0 0.0 0.0 0.13
C 2.7288 -0.9308 -1.5249 0.0 0.1 0.0 -0.37
H 1.5099 4.3018 -3.5944 0.0 0.0 0.0 0.12
H -5.3773 -3.8697 -0.9881 0.0 0.0 0.0 0.12
H -2.1883 -4.8670 -1.5341 0.0 0.0 0.0 0.11
O -3.4563 -3.2158 0.4582 -0.1 0.3 -0.1 -0.32
S -0.9906 0.4318 -2.5302 0.1 0.0 0.0 0.69
C -0.9797 -0.1768 3.4682 -0.1 0.0 -0.1 -0.23
C 3.4702 2.4497 1.4344 0.0 0.0 0.0 -0.23
C 1.1764 -0.3513 4.5534 0.0 0.0 0.0 0.02
H 1.5358 0.1774 -2.9385 0.0 0.0 0.0 0.03
H -2.4841 -1.7685 -3.3563 0.0 0.0 0.0 0.07
C 4.5372 -1.2072 -3.6306 0.0 0.0 0.0 -0.05
C -1.4550 0.4881 4.7217 0.0 0.0 0.0 -0.53
H 0.9242 -0.1442 2.4318 0.0 0.1 0.0 0.08
C -0.6607 -3.3567 -1.2729 0.0 0.1 -0.1 -0.39
N -4.0372 -1.4324 2.7655 -0.4 -0.4 -0.6 0.22
H -1.4200 -0.5026 6.7470 0.0 0.0 0.0 0.12
H 0.6175 6.6945 -0.1593 0.0 0.0 0.0 0.12
C -3.0704 -0.7287 3.2448 0.4 0.1 -0.1 -0.56
H -0.1987 2.0481 5.5004 0.0 0.0 0.0 0.16
C 4.7217 3.2788 1.1178 -0.1 0.0 0.0 -0.42
Pd -0.8573 -0.3022 -0.1315 0.1 -0.3 -1.1 0.53
P 1.5260 -0.7062 -0.1902 0.0 0.3 0.1 0.99
H 1.0141 -1.0832 6.5522 0.0 0.0 0.0 0.13
S 5.2639 4.2304 2.5280 0.0 0.0 0.0 1.20
C 0.7099 5.7253 -0.6314 0.0 0.0 0.0 -0.06
H 0.9982 -4.0978 3.3243 0.0 0.0 0.0 0.12
C 3.0610 1.6935 0.1681 0.0 0.0 0.0 -0.25
H 4.4832 4.0308 0.3513 0.1 0.0 0.0 0.12
C -4.6673 1.9804 -2.5708 0.0 0.0 0.0 -0.18
S -2.4751 2.5296 -4.0073 0.0 0.0 0.0 0.99
H 4.1079 -2.1721 -0.4225 0.0 0.0 0.0 0.10
H -5.3590 -4.0604 -6.4125 0.0 0.0 0.0 0.09
H 1.0511 2.2735 -2.3044 0.0 -0.1 0.0 0.05
H -5.2800 1.2741 -3.1346 0.0 0.0 0.0 0.13
N -1.4663 -2.3081 -0.8370 0.1 0.2 0.2 -0.23
H -3.6050 0.4734 -1.4013 0.0 0.0 0.1 0.08
C 6.9940 4.4816 2.2417 0.0 0.0 0.0 -0.29
C -1.3409 3.0677 2.0465 -0.1 0.0 0.0 -0.11
H -2.7086 4.3850 3.1450 0.0 0.0 0.0 0.12
C 1.2655 -2.6279 1.7896 0.1 -0.1 -0.1 -0.10
C 3.3603 -0.4919 -3.8127 0.0 0.0 0.0 -0.05
C -6.0376 -3.7790 -5.6081 0.0 0.0 0.0 -0.03
H -6.6244 -4.4512 -3.0391 0.0 0.0 0.0 0.13
C -3.4056 -2.3334 -3.2924 0.0 0.0 0.0 -0.06
C 0.4960 -0.6163 5.7244 0.0 0.0 0.0 -0.06
C 1.6623 -3.3538 2.9049 0.0 0.0 0.0 -0.04
H -2.2088 3.4241 5.3359 0.0 0.0 0.0 0.13
H 2.5236 -3.6510 -1.8817 -0.1 0.0 0.0 0.10
H 5.5596 2.6836 0.7501 0.0 0.0 0.0 0.11
C 0.2566 1.7448 3.4019 0.0 -0.1 0.0 -0.16
C 0.4538 0.1929 3.3444 -0.1 0.1 0.0 -0.19
H 3.6574 1.7557 2.2575 0.0 0.0 0.0 0.11
H 1.8370 -5.9357 -2.5602 0.0 0.0 0.0 0.11
H -0.5870 -6.5468 -2.3685 0.0 0.0 0.0 0.12
H 0.2929 -2.8060 1.3503 -0.1 0.0 0.0 0.09
C -5.0370 -3.5236 -1.9539 0.0 0.0 0.0 -0.04
S -3.0113 -2.3229 -0.6053 -0.2 -0.4 0.8 0.60
H 5.2356 -1.3199 -4.4488 0.0 0.0 0.0 0.12
S -3.2507 0.3147 4.6216 0.0 0.0 0.0 1.18
H 5.7049 -2.3773 -2.2645 0.0 0.0 0.0 0.12
H 2.6598 3.1213 1.7330 0.0 0.0 0.0 0.10
C -4.1228 3.0923 -3.4673 0.0 0.0 0.0 -0.38
C 0.5399 3.3191 -0.4914 0.0 0.0 0.0 -0.34
```
Forces are in eV/Å.